Formula: C15H40I2N2O5Si2
Source: OMol25
Level of theory: the ωB97M-V functional and the def2-TZVPD basis

Results
HOMO (eV): -8.47
Gap between HOMO and LUMO (eV): 8.7

Each line ends with the Mulliken charge.
Positions of all 66 atoms, in Å:
C  1.60  -5.60  3.82  -1.091
C  0.78  -5.55  2.52  -0.429
I  1.05  -7.35  1.36  0.089
C  1.11  -4.29  1.71  -0.788
I  -0.52  -3.85  0.39  0.126
Si  2.70  -4.44  0.69  0.221
O  3.33  -2.91  0.55  0.093
Si  4.92  -2.75  0.12  0.353
H  1.96  -6.60  4.05  0.343
H  2.46  -4.93  3.77  0.317
H  0.98  -5.26  4.64  0.328
H  -0.28  -5.57  2.74  0.599
H  1.19  -3.46  2.41  0.543
H  3.67  -5.23  1.49  -0.169
H  2.48  -5.00  -0.65  -0.078
H  5.30  -3.90  -0.74  -0.140
H  5.08  -1.46  -0.59  -0.157
H  5.79  -2.75  1.31  -0.119
C  -3.94  4.17  -0.40  -0.702
O  -4.15  3.15  -1.35  -0.383
C  -2.95  2.64  -1.93  -0.384
C  -2.76  1.19  -1.58  -0.332
N  -2.48  1.03  -0.16  -0.011
C  -2.45  -0.35  0.30  -0.512
C  -3.76  -1.13  0.27  -0.613
O  -4.74  -0.64  1.16  -0.458
C  -5.60  0.36  0.65  -0.509
H  -4.92  4.51  -0.07  0.254
H  -3.38  3.81  0.47  0.294
H  -3.40  5.02  -0.84  0.328
H  -2.09  3.23  -1.60  0.026
H  -3.04  2.74  -3.02  0.401
H  -1.93  0.78  -2.15  0.262
H  -3.67  0.65  -1.89  0.282
H  -3.17  1.54  0.37  0.083
H  -2.10  -0.34  1.34  0.335
H  -1.71  -0.90  -0.28  0.214
H  -3.54  -2.15  0.59  0.311
H  -4.17  -1.20  -0.75  0.376
H  -5.77  0.23  -0.43  0.273
H  -5.21  1.37  0.82  0.175
H  -6.55  0.28  1.16  0.288
C  1.26  4.91  -1.48  -0.798
O  2.43  4.13  -1.41  -0.363
C  2.88  3.88  -0.08  -0.799
C  2.82  2.40  0.22  -0.157
N  1.44  1.95  0.29  -0.227
C  1.27  0.50  0.40  -0.231
C  1.71  -0.35  -0.79  0.075
O  0.95  -0.15  -1.96  -0.436
C  1.41  0.88  -2.81  -0.580
H  1.06  5.08  -2.54  0.251
H  0.40  4.41  -1.03  0.326
H  1.39  5.88  -0.99  0.381
H  2.28  4.44  0.64  0.386
H  3.92  4.22  0.00  0.417
H  3.30  2.21  1.19  0.388
H  3.40  1.88  -0.55  0.185
H  0.95  2.27  -0.53  0.005
H  0.21  0.31  0.57  -0.195
H  1.81  0.15  1.29  0.425
H  1.57  -1.39  -0.51  -0.024
H  2.78  -0.23  -1.01  0.193
H  2.50  0.98  -2.77  0.334
H  0.96  1.85  -2.58  0.122
H  1.13  0.62  -3.83  0.287

Formula: C6H12O
Source: OMol25
Level of theory: the ωB97M-V functional and the def2-TZVPD basis

Results
HOMO (eV): -8.04
Gap between HOMO and LUMO (eV): 8.9

Each line ends with the Mulliken charge.
Positions of all 19 atoms, in Å:
C  0.84  1.80  0.83  -1.554
C  0.30  0.42  0.47  0.714
O  -0.07  -0.31  1.62  -0.527
C  -1.29  0.48  -0.66  -0.549
C  -1.68  -0.93  -0.66  -0.667
C  0.48  -1.75  -0.71  -0.835
C  1.17  -0.47  -0.36  -0.561
H  -0.02  2.45  1.05  0.406
H  1.38  2.24  -0.01  0.342
H  1.51  1.85  1.71  0.360
H  -0.45  0.30  2.26  0.345
H  -1.90  1.19  -0.08  0.390
H  -1.12  0.87  -1.68  0.288
H  -2.31  -1.21  0.20  0.205
H  -1.94  -1.47  -1.56  0.343
H  1.04  -2.23  -1.55  0.305
H  0.44  -2.45  0.13  0.262
H  1.56  0.11  -1.20  0.377
H  2.02  -0.90  0.19  0.356

Formula: C17H24Cl2N3NiOSbSe4
Source: OMol25
Level of theory: the ωB97M-V functional and the def2-TZVPD basis

Results
Multiplicity: 3
HOMO (alpha / beta) (eV): -1.43 / -1.43
Gap between HOMO and LUMO (alpha / beta) (eV): 5.3 / 5.3
Charge: -2
⟨S²⟩: 2.01

Each line ends with the Mulliken charge.
Positions of all 53 atoms, in Å:
Ni  -1.66  1.67  -3.59  -0.023
Se  -4.51  -0.95  -1.25  -0.643
Sb  -3.96  -0.61  -3.62  0.829
Se  -1.46  -0.79  -3.88  -0.656
Se  -4.04  1.85  -4.16  -0.622
Se  -5.22  -1.98  -5.18  -0.753
Cl  0.77  3.77  -3.11  -0.354
C  0.19  2.29  -4.08  -0.581
H  0.97  1.54  -3.88  0.093
H  0.32  2.61  -5.12  0.494
C  0.69  -1.59  0.12  -1.504
C  -0.28  -2.00  1.23  2.658
C  0.44  -3.10  2.05  -2.276
C  -1.52  -2.66  0.61  -1.778
C  -0.70  -0.82  2.17  2.030
O  -1.40  -1.40  3.30  -0.718
C  0.48  -0.02  2.79  -1.416
C  1.05  1.28  2.18  -1.369
C  2.09  1.14  1.10  0.154
C  1.87  1.61  -0.19  0.455
C  2.84  1.49  -1.18  -0.971
C  4.04  0.88  -0.87  0.328
Cl  5.27  0.71  -2.10  -0.276
C  4.30  0.42  0.41  -0.792
C  3.33  0.56  1.39  -0.077
C  -1.83  0.08  1.64  -2.613
N  -1.60  0.95  0.50  1.722
C  -1.60  0.63  -0.80  -0.333
N  -1.55  1.74  -1.52  0.168
C  -1.58  2.73  -0.60  -0.677
N  -1.62  2.30  0.64  -1.065
H  0.79  -2.42  -0.59  0.600
H  1.68  -1.37  0.52  0.283
H  0.36  -0.73  -0.46  0.033
H  0.84  -3.83  1.35  0.495
H  -0.25  -3.63  2.71  0.619
H  1.28  -2.71  2.63  0.299
H  -1.22  -3.58  0.10  0.494
H  -2.04  -2.05  -0.12  0.080
H  -2.25  -2.93  1.38  0.317
H  -0.83  -2.07  3.68  0.545
H  1.31  -0.71  2.98  0.084
H  0.10  0.27  3.77  0.466
H  1.53  1.80  3.02  0.509
H  0.25  1.93  1.84  0.555
H  0.93  2.09  -0.44  0.452
H  2.64  1.87  -2.17  0.315
H  5.25  -0.04  0.63  0.396
H  3.53  0.20  2.39  0.334
H  -2.12  0.74  2.45  0.377
H  -2.69  -0.55  1.40  0.514
H  -1.64  -0.36  -1.22  0.374
H  -1.56  3.77  -0.86  0.430

Formula: C10H21Cl2O3PW
Source: OMol25
Level of theory: the ωB97M-V functional and the def2-TZVPD basis

Results
Multiplicity: 3
HOMO (alpha / beta) (eV): -7.19 / -8.02
Gap between HOMO and LUMO (alpha / beta) (eV): 7.0 / 8.0
⟨S²⟩: 2.06

Each line ends with the Mulliken charge.
Positions of all 38 atoms, in Å:
W  0.42  -2.54  -0.12  0.653
Cl  2.27  -3.20  -1.30  -0.477
Cl  -1.23  -3.02  -1.56  -0.420
C  -1.29  1.45  -1.88  -0.659
H  -1.83  1.61  -2.77  0.354
H  -1.20  0.45  -1.37  0.056
C  0.96  -0.65  -0.19  0.341
C  -0.36  2.22  -1.43  0.148
H  0.39  0.14  0.31  -0.087
C  0.91  2.56  -2.21  -0.806
H  -0.16  2.18  -0.36  0.169
C  1.73  1.41  -2.90  -0.600
H  0.56  3.22  -3.04  0.374
H  1.56  3.12  -1.53  0.318
C  2.68  0.56  -2.03  -0.526
H  1.05  0.73  -3.45  0.313
H  2.31  1.94  -3.69  0.363
C  2.23  0.06  -0.63  -1.147
H  3.03  -0.30  -2.65  0.237
H  3.62  1.18  -1.91  0.302
H  2.97  -0.70  -0.37  0.456
H  2.35  0.94  0.01  0.339
C  -3.22  0.40  0.80  -0.359
O  -2.74  -0.97  1.06  -0.427
P  -1.17  -1.33  1.35  0.898
O  -0.72  0.01  2.19  -0.348
C  -1.29  0.35  3.47  -0.757
O  -1.15  -2.45  2.61  -0.456
C  0.16  -3.11  2.51  -0.818
H  -2.91  0.67  -0.21  0.137
H  -2.84  1.16  1.50  0.163
H  -4.31  0.40  0.89  0.266
H  -2.01  1.17  3.38  0.295
H  -1.79  -0.49  3.97  0.323
H  -0.48  0.68  4.12  0.264
H  0.96  -2.37  2.60  0.412
H  0.30  -3.82  3.33  0.351
H  0.24  -3.66  1.49  0.355

Formula: C27H41NO5PTc
Source: OMol25
Level of theory: the ωB97M-V functional and the def2-TZVPD basis

Results
Multiplicity: 4
HOMO (alpha / beta) (eV): -10.69 / -11.51
Gap between HOMO and LUMO (alpha / beta) (eV): 6.9 / 6.8
Charge: +1
⟨S²⟩: 3.80

Each line ends with the Mulliken charge.
Positions of all 76 atoms, in Å:
Tc  0.78  -0.33  0.30  -0.929
C  -1.39  1.43  -1.14  -0.713
C  -1.58  1.02  0.20  0.701
C  -1.51  -0.44  0.21  -0.050
C  -0.96  -0.80  -1.06  -0.584
C  -1.04  0.37  -1.94  -0.571
C  -0.82  0.37  -3.43  1.928
C  0.59  -0.11  -3.80  -1.331
C  -1.84  -0.61  -4.04  -1.563
C  -1.04  1.76  -4.01  -2.123
C  -2.37  -1.50  0.95  1.909
C  -3.27  -0.92  2.04  -1.963
C  -3.33  -2.10  -0.10  -1.616
C  -1.55  -2.64  1.55  -1.510
C  -1.73  2.02  1.34  2.183
C  -1.02  1.54  2.60  -1.369
C  -1.06  3.35  0.93  -1.891
C  -3.20  2.33  1.63  -1.807
H  -1.39  2.46  -1.47  0.718
H  -1.04  -1.80  -1.45  1.473
H  0.83  -1.05  -3.31  -0.132
H  1.34  0.62  -3.51  0.225
H  0.65  -0.27  -4.87  0.629
H  -1.64  -1.64  -3.74  0.291
H  -1.79  -0.56  -5.12  0.445
H  -2.86  -0.36  -3.73  0.348
H  -0.31  2.47  -3.61  0.426
H  -2.04  2.13  -3.80  0.394
H  -0.91  1.73  -5.09  0.431
H  -3.97  -0.20  1.62  0.329
H  -2.72  -0.45  2.86  0.327
H  -3.85  -1.73  2.47  0.582
H  -3.81  -1.32  -0.69  0.325
H  -4.10  -2.66  0.40  0.444
H  -2.82  -2.78  -0.78  0.339
H  -0.97  -2.33  2.42  0.262
H  -0.85  -3.06  0.81  -0.122
H  -2.22  -3.44  1.84  0.583
H  0.06  1.57  2.46  -0.054
H  -1.29  0.52  2.89  -0.028
H  -1.25  2.20  3.43  0.640
H  -0.05  3.21  0.56  0.268
H  -1.02  4.00  1.80  0.464
H  -1.63  3.88  0.17  0.396
H  -3.70  1.54  2.18  0.309
H  -3.75  2.53  0.71  0.328
H  -3.25  3.23  2.24  0.508
O  4.58  3.21  3.52  -0.515
C  3.81  2.44  2.76  0.813
C  3.54  2.72  1.41  -0.700
C  2.73  1.85  0.72  -0.335
N  2.23  0.77  1.30  0.707
C  2.46  0.49  2.59  0.532
C  3.25  1.30  3.36  -0.916
C  1.71  -0.75  3.03  -0.084
O  1.87  -1.26  4.10  -0.612
O  0.89  -1.21  2.09  -0.122
C  2.27  1.99  -0.71  0.126
O  2.66  2.86  -1.44  -0.635
O  1.40  1.05  -1.04  0.222
H  4.92  3.98  3.03  0.328
H  3.92  3.60  0.91  0.511
H  3.44  1.07  4.40  0.635
C  2.59  -3.28  0.81  -1.438
P  1.95  -2.27  -0.54  1.885
C  1.07  -3.46  -1.58  -1.482
C  3.40  -1.76  -1.50  -1.380
H  3.14  -4.13  0.39  0.570
H  1.77  -3.64  1.43  0.327
H  3.26  -2.70  1.45  0.363
H  1.76  -4.25  -1.86  0.547
H  0.68  -2.99  -2.48  0.303
H  0.25  -3.89  -1.02  0.350
H  3.93  -2.63  -1.87  0.535
H  4.07  -1.18  -0.86  0.368
H  3.09  -1.13  -2.33  0.246

Formula: C4H8N
Source: OMol25
Level of theory: the ωB97M-V functional and the def2-TZVPD basis

Results
SMILES: C#C[C@H](C)[NH3+]
HOMO (eV): -14.73
Gap between HOMO and LUMO (eV): 10.8
Charge: +1

Each line ends with the Mulliken charge.
Positions of all 13 atoms, in Å:
C  1.62  -2.27  0.01  0.297
C  0.93  -1.30  0.13  -0.817
C  -1.35  -0.21  0.03  -1.149
C  0.16  -0.08  0.55  0.106
N  0.69  1.09  -0.23  -0.431
H  2.39  -3.06  0.04  0.421
H  -1.79  -0.96  0.80  0.326
H  -1.94  0.76  0.20  0.402
H  -1.39  -0.43  -1.05  0.397
H  0.36  0.04  1.60  0.321
H  0.11  1.96  0.08  0.392
H  0.43  1.10  -1.20  0.369
H  1.72  1.33  -0.29  0.367

It is found that the total energy values, taken in the order of the records, are -2255.5630 -310.9118 -13176.5354 -1948.0017 -1906.3861 -211.6141 Ha.